--- 1 ---
{
  "formula": "C4H13NOS",
  "method": "ωB97M-V with the def2-TZVPD basis set",
  "smiles": "CSCCCN.O",
  "e_homo_ev": -8.42,
  "gap_ev": 9.00,
  "e_lumo_ev": 0.58,
  "species": ["C", "C", "C", "S", "C", "N", "H", "H", "H", "H", "H", "H", "H", "H", "H", "H", "H", "H", "H", "O"],
  "xyz": [[-0.7965, -1.7847, -0.2191], [-0.0878, -0.5746, -0.8387], [-0.4140, 0.7009, 0.0152], [-0.6624, 2.2258, -0.9821], [0.6315, 2.0895, -2.2434], [-0.5221, -2.0898, 1.1683], [-0.5481, -2.6668, -0.8229], [-1.8542, -1.5749, -0.4192], [-0.5189, -0.3523, -1.8086], [0.9929, -0.6919, -0.8043], [0.3836, 0.9572, 0.7074], [-1.3661, 0.5466, 0.5173], [1.5037, 1.5543, -1.8673], [0.2232, 1.5480, -3.0935], [0.9955, 3.0613, -2.5656], [-1.3639, -2.2330, 1.7064], [-0.0387, -1.3580, 1.6659], [1.4267, 0.3664, 2.5899], [1.2043, 0.2641, 4.0654], [0.8113, 0.0118, 3.2289]]
}


--- 2 ---
{
  "formula": "C4H13NOS",
  "method": "ωB97M-V with the def2-TZVPD basis set",
  "smiles": "CCNCCS.O",
  "e_homo_ev": -9.20,
  "gap_ev": 9.85,
  "e_lumo_ev": 0.66,
  "species": ["C", "N", "C", "C", "S", "C", "H", "H", "H", "H", "H", "H", "H", "H", "H", "H", "H", "H", "H", "O"],
  "xyz": [[-0.9973, -0.6078, -1.0326], [-0.0050, -1.2665, -0.1032], [-0.3361, -1.1112, 1.3220], [0.2377, 0.2130, 1.9612], [2.0216, 0.5130, 1.6794], [-0.8327, -0.8776, -2.5117], [-1.9244, -1.1422, -0.7012], [-0.9961, 0.4979, -0.7724], [0.7363, -0.6114, -0.1540], [-0.0840, -2.0330, 1.9202], [-1.4068, -1.1167, 1.5383], [-0.2453, 1.0330, 1.4613], [0.0649, 0.2947, 3.1412], [2.2331, 1.2652, 2.7005], [-0.0306, -0.3810, -3.0362], [-0.7706, -2.0082, -2.3476], [-1.7729, -0.6434, -3.0214], [1.1866, 2.8409, -1.3394], [1.2124, 2.2639, -0.0955], [1.7091, 2.8774, -0.6090]]
}


--- 3 ---
{
  "formula": "C4H13NOS",
  "method": "ωB97M-V with the def2-TZVPD basis set",
  "smiles": "CCCS.NCO",
  "e_homo_ev": -9.36,
  "gap_ev": 10.07,
  "e_lumo_ev": 0.71,
  "species": ["N", "C", "O", "H", "H", "H", "H", "H", "C", "C", "C", "S", "H", "H", "H", "H", "H", "H", "H", "H"],
  "xyz": [[-0.5447, -3.5921, 1.0845], [-1.2003, -2.2989, 1.0804], [-0.2269, -1.2608, 1.2138], [0.1875, -3.5044, 0.3408], [-0.0162, -3.6197, 1.9287], [-1.6916, -2.1782, 0.1037], [-1.9498, -2.2329, 1.8889], [-0.6861, -0.4206, 1.0804], [2.5755, 0.9288, -1.7561], [1.4439, 0.8779, -0.7046], [0.1923, 1.7557, -1.0939], [-1.1330, 1.8136, 0.1593], [3.4696, 0.3698, -1.4459], [2.8746, 1.9676, -1.9905], [2.1974, 0.4730, -2.6860], [1.1075, -0.1570, -0.5788], [1.8366, 1.2245, 0.2676], [-0.2588, 1.4070, -2.0342], [0.5498, 2.7921, -1.2437], [-1.9320, 2.5115, -0.6360]]
}


--- 4 ---
{
  "formula": "C4H13NOS",
  "method": "ωB97M-V with the def2-TZVPD basis set",
  "smiles": "C[C@@H](N)CCS.O",
  "e_homo_ev": -9.11,
  "gap_ev": 9.95,
  "e_lumo_ev": 0.84,
  "species": ["C", "C", "C", "C", "S", "N", "H", "H", "H", "H", "H", "H", "H", "H", "H", "H", "H", "H", "H", "O"],
  "xyz": [[-2.2064, -0.0284, -0.3517], [-0.6836, -0.1379, -0.2539], [-0.0636, 1.2200, -0.5305], [1.4425, 1.3021, -0.2377], [1.8044, 1.4347, 1.5541], [-0.1122, -1.1041, -1.1754], [-2.6677, -1.0036, -0.2443], [-2.4936, 0.4040, -1.2948], [-2.5879, 0.6840, 0.3895], [-0.4204, -0.5207, 0.7297], [-0.1683, 1.3881, -1.6083], [-0.5577, 2.0107, 0.0335], [1.9308, 0.3773, -0.5268], [1.9244, 2.1212, -0.7535], [0.6026, 1.1940, 2.0928], [-0.4736, -2.0352, -1.0433], [-0.0597, -0.8438, -2.1465], [1.1480, -2.4925, 1.2329], [2.0065, -1.5402, 2.0777], [1.6355, -2.4296, 2.0563]]
}


Most stable to least stable, the ends of the list are 4 and 2.


--- 1 ---
{
  "formula": "C4H13NOS",
  "method": "ωB97M-V with the def2-TZVPD basis set",
  "smiles": "CSCCCN.O",
  "e_homo_ev": -8.62,
  "gap_ev": 9.24,
  "e_lumo_ev": 0.62,
  "species": ["C", "C", "C", "S", "C", "N", "H", "H", "H", "H", "H", "H", "H", "H", "H", "H", "H", "H", "H", "O"],
  "xyz": [[-1.6780, -1.5388, -0.5650], [-0.1499, -1.4861, -0.7163], [0.4357, -0.0917, -0.6842], [0.5958, 0.7975, 0.9089], [-1.1299, 1.0685, 1.4886], [-2.3680, -2.6740, -1.1262], [-1.9205, -1.4472, 0.5072], [-2.1258, -0.5941, -0.8972], [0.3122, -2.0422, 0.0988], [0.1048, -2.0589, -1.6157], [1.4732, -0.0418, -1.0229], [-0.1190, 0.5910, -1.3279], [-1.1770, 2.0956, 1.8402], [-1.3495, 0.3631, 2.2810], [-1.7634, 0.8632, 0.6508], [-2.2522, -2.6931, -2.1219], [-2.0865, -3.5151, -0.6531], [4.7474, 4.7187, 1.3830], [4.9797, 3.5138, 0.5315], [5.4709, 4.1714, 1.0406]]
}


--- 2 ---
{
  "formula": "C4H13NOS",
  "method": "ωB97M-V with the def2-TZVPD basis set",
  "smiles": "NCCCCS.O",
  "e_homo_ev": -9.05,
  "gap_ev": 9.81,
  "e_lumo_ev": 0.76,
  "species": ["C", "C", "C", "S", "C", "N", "H", "H", "H", "H", "H", "H", "H", "H", "H", "H", "H", "H", "H", "O"],
  "xyz": [[0.6452, 0.2132, 1.0395], [0.5065, -1.1268, 0.3070], [1.2908, -1.1692, -1.0584], [3.0643, -1.5769, -0.9978], [-0.6941, 1.0152, 0.9429], [-1.7173, 0.2393, 1.6023], [1.4100, 0.7647, 0.4854], [0.8758, 0.1736, 2.1042], [-0.4961, -1.3488, -0.0504], [0.7974, -1.9759, 0.9244], [1.1917, -0.1279, -1.3802], [0.7535, -1.7926, -1.7684], [3.5763, -0.3506, -0.9493], [-0.9736, 0.9655, -0.1223], [-0.4691, 2.0516, 1.2310], [-2.6103, 0.6360, 1.3667], [-1.6476, 0.1007, 2.6009], [-2.4097, 1.2425, -1.5706], [-1.2070, 0.7085, -2.3508], [-1.8868, 1.3579, -2.3559]]
}


Most stable to least stable, the ends of the list are 1 and 2.


--- 1 ---
{
  "formula": "C4H13NOS",
  "method": "ωB97M-V with the def2-TZVPD basis set",
  "smiles": "NCCCCS.O",
  "e_homo_ev": -9.02,
  "gap_ev": 9.79,
  "e_lumo_ev": 0.77,
  "species": ["C", "C", "C", "S", "C", "N", "H", "H", "H", "H", "H", "H", "H", "H", "H", "H", "H", "H", "H", "O"],
  "xyz": [[-0.4387, -1.4157, 0.5588], [-0.9864, -0.0168, 0.7826], [-1.1893, 0.8409, -0.4684], [-2.6586, 0.2988, -1.3542], [0.8330, -1.4416, -0.3404], [1.9100, -0.6062, 0.1829], [-1.1879, -1.9867, 0.0034], [-0.1062, -1.9452, 1.4505], [-0.4306, 0.4902, 1.5770], [-1.9796, -0.0790, 1.2459], [-0.3409, 0.8429, -1.1457], [-1.3041, 1.8474, -0.0769], [-3.2207, 1.4739, -1.7101], [0.5246, -1.0453, -1.3065], [1.1068, -2.4899, -0.4682], [2.6184, -0.5325, -0.5320], [2.3289, -0.9460, 1.0268], [1.4256, 1.4846, 0.3648], [1.5985, 2.7932, -0.3337], [1.4971, 2.4332, 0.5433]]
}


--- 2 ---
{
  "formula": "C4H13NOS",
  "method": "ωB97M-V with the def2-TZVPD basis set",
  "smiles": "CCNCCS.O",
  "e_homo_ev": -8.76,
  "gap_ev": 9.59,
  "e_lumo_ev": 0.84,
  "species": ["C", "N", "C", "C", "S", "C", "H", "H", "H", "H", "H", "H", "H", "H", "H", "H", "H", "H", "H", "O"],
  "xyz": [[-0.8929, 1.2384, 0.9280], [0.3398, 0.7371, 0.2382], [1.0553, -0.3929, 0.9450], [0.5415, -1.7408, 0.5876], [1.7073, -2.5137, -0.4949], [-2.0917, 1.2216, -0.0418], [-0.8602, 2.3182, 1.3076], [-1.0628, 0.6511, 1.8570], [0.0290, 0.6200, -0.7597], [2.1089, -0.4069, 0.6776], [1.0517, -0.1050, 1.9521], [-0.3170, -1.6618, -0.0011], [0.2169, -2.3923, 1.3624], [0.7572, -3.3859, -1.1685], [-2.2953, 0.2412, -0.4971], [-1.9460, 1.9432, -0.9185], [-3.0201, 1.5221, 0.3965], [1.2804, 0.4823, -1.3974], [1.9700, 1.1914, -2.6105], [1.4280, 0.4328, -2.3626]]
}


Most stable to least stable, the ends of the list are 1 and 2.


--- 1 ---
{
  "formula": "H3N3O2",
  "method": "ωB97M-V with the def2-TZVPD basis set",
  "e_homo_ev": [-7.56, -10.27],
  "gap_ev": [7.84, 7.96],
  "multiplicity": 3,
  "e_lumo_ev": [0.28, -2.31],
  "species": ["N", "N", "N", "O", "O", "H", "H", "H"],
  "xyz": [[0.9574, 0.8360, -0.1586], [0.5633, 1.8895, 0.2750], [-1.2755, -1.0330, -0.2401], [-0.1369, -1.6846, 0.1370], [-2.2069, -1.7594, -0.5950], [0.5849, -0.9950, 0.4535], [1.7899, 1.1097, -0.8658], [-0.2762, 1.6367, 0.9940]]
}


--- 2 ---
{
  "formula": "H3N3O2",
  "method": "ωB97M-V with the def2-TZVPD basis set",
  "e_homo_ev": [-7.59, -10.22],
  "gap_ev": [8.21, 7.97],
  "multiplicity": 3,
  "e_lumo_ev": [0.62, -2.24],
  "species": ["N", "N", "N", "O", "O", "H", "H", "H"],
  "xyz": [[-2.1287, 0.4064, -0.1293], [0.1226, 1.1025, -0.0249], [-0.9254, 0.2152, -0.1817], [-0.1239, -1.4366, -0.0106], [-3.0829, -0.2958, 0.0382], [0.9521, 0.7760, -0.5576], [0.4749, 1.2632, 0.8994], [-0.7355, -1.9238, 0.4041]]
}


Most stable to least stable, the ends of the list are 1 and 2.